(1)
Formula: C4H38BO27
Source: OMol25
Level of theory: wB97M-V/def2-TZVPD

Element x y z (Å)
O1 -19.9617 22.0257 25.5933
C1 -20.3234 21.2925 24.6133
O2 -20.5317 21.6158 23.4078
B1 -20.9966 20.4608 22.5920
O3 -20.7007 19.3577 23.5331
C2 -20.3833 19.7711 24.7454
O4 -20.1370 19.0961 25.7315
O5 -20.4814 20.2167 21.1800
C3 -21.5444 20.1573 20.3594
O6 -21.5121 19.8915 19.1397
C4 -22.8089 20.4474 21.2011
O7 -22.4711 20.5994 22.4298
O8 -23.9616 20.5718 20.7178
O9 -20.3166 21.1435 28.0669
H1 -20.4612 20.1984 28.1124
H2 -19.7664 21.2651 27.2931
O10 -26.4266 22.6610 20.7758
H3 -26.5048 21.7186 20.6278
H4 -25.5020 22.8526 20.6190
O11 -26.1195 18.2287 19.1059
H5 -25.3419 17.8913 19.5506
H6 -26.0437 19.1802 19.1786
O12 -21.2140 20.8754 16.6199
H7 -21.4728 21.7869 16.4842
H8 -21.6563 20.6183 17.4289
O13 -22.0252 24.3376 23.3927
H9 -22.2654 24.2665 22.4688
H10 -22.2778 23.4958 23.7718
O14 -22.8001 22.8740 27.3381
H11 -22.3483 22.9871 26.5018
H12 -23.7119 22.7094 27.0979
O15 -21.6447 17.4284 27.4256
H13 -22.1236 16.8227 26.8599
H14 -20.9778 17.8122 26.8561
O16 -21.1319 16.7712 21.9409
H15 -21.6089 15.9469 22.0363
H16 -21.6125 17.3915 22.4892
O17 -18.9534 24.6541 24.5515
H17 -18.8411 25.5180 24.1547
H18 -19.0864 24.0645 23.8092
O18 -18.2544 21.5977 19.7139
H19 -18.9841 21.4599 20.3179
H20 -18.4346 21.0085 18.9814
O19 -25.2045 20.7503 18.1135
H21 -25.0918 20.6309 17.1705
H22 -24.4360 21.2520 18.3854
O20 -19.3921 24.3971 27.3277
H23 -19.5489 23.8699 26.5443
H24 -18.4582 24.2883 27.5072
O21 -23.3534 17.6850 23.3792
H25 -24.0471 17.5095 22.7433
H26 -23.7142 18.3668 23.9459
O22 -23.5398 22.3517 24.5944
H27 -23.4242 21.4348 24.3452
H28 -24.3152 22.3521 25.1556
O23 -17.1611 19.2961 27.2450
H29 -17.5768 19.4174 26.3913
H30 -16.4016 19.8784 27.2270
O24 -17.4568 19.9094 22.8798
H31 -16.6093 19.5144 23.0844
H32 -18.0060 19.1732 22.6105
O25 -18.2770 16.7373 27.6447
H33 -18.1083 17.4241 26.9997
H34 -17.4644 16.2325 27.6760
O26 -18.5442 20.0565 17.3556
H35 -18.2349 19.2508 16.9415
H36 -19.4864 20.0666 17.1871
O27 -22.6123 17.3452 17.5920
H37 -21.9372 17.6024 16.9640
H38 -23.0004 18.1718 17.8791

Its expectation value of S² is 0.753. The total charge is -2. The HOMO energy (spin up / spin down) comes out at 0.382 / -3.626 eV. As for the multiplicity: 2. Its total energy is -60731.03612 eV. The lowest unoccupied orbital energy (spin up / spin down) comes out at 0.14869 / 0.14865 Eh. The calculation puts the frontier orbital gap (spin up / spin down) at 3.66 / 7.67 eV.



(2)
Formula: C4H38N2O15
Source: OMol25
Level of theory: wB97M-V/def2-TZVPD

Element x y z (Å)
C1 -3.2227 0.8540 -0.1946
C2 -2.4200 -0.0391 0.7448
C3 -2.3658 0.4488 2.1998
N1 -1.0844 -0.3268 0.1803
C4 -0.1178 0.6105 0.0651
N2 0.9098 0.3089 -0.7837
O1 -0.1485 1.6954 0.6548
H1 -4.1963 1.0330 0.2492
H2 -2.6422 1.7614 -0.3816
H3 -3.2741 0.4535 -1.2111
H4 -2.8822 -1.0234 0.7392
H5 -2.8479 -0.2770 2.8508
H6 -2.8957 1.3933 2.3506
H7 -1.3386 0.6375 2.4949
H8 -1.0644 -1.1884 -0.3480
H9 0.8837 -0.5721 -1.2904
H10 1.3822 1.0627 -1.2381
H11 -1.0819 2.8799 1.5896
H12 -1.0998 4.3488 1.4465
O2 -1.4808 3.6685 2.0226
H13 0.8914 -2.7039 2.1627
H14 0.3404 -1.4316 1.7907
O3 0.8370 -2.1415 1.3668
H15 -0.7443 -2.2859 -3.7689
H16 -1.3919 -2.6420 -2.5071
O4 -1.4330 -1.9422 -3.1781
H17 2.5736 -1.8528 0.2084
H18 3.7613 -1.9620 0.9831
O5 3.4504 -2.2547 0.1029
H19 1.5147 4.1528 2.7886
H20 0.0707 3.7102 2.9473
O6 0.8840 3.9177 3.4794
H21 1.3434 -2.0976 -4.5440
H22 2.2445 -3.2380 -3.8408
O7 1.4093 -3.0054 -4.2281
H23 0.5698 3.6766 0.2616
H24 0.6653 5.0996 -0.3113
O8 0.4556 4.6082 0.5155
H25 0.2802 3.2134 -2.2342
H26 1.5727 3.8311 -2.9047
O9 0.8840 3.9905 -2.2379
H27 -1.1460 0.5666 -3.0547
H28 -0.5499 1.5426 -3.9628
O10 -0.5044 1.3048 -3.0376
H29 -3.5107 -4.1216 -0.1154
H30 -1.9984 -3.9274 -0.2743
O11 -2.6789 -4.4125 0.2441
H31 2.4740 -3.5403 -0.9008
H32 2.2042 -4.9994 -1.3844
O12 2.0273 -4.0693 -1.5913
H33 3.2265 0.2536 2.7334
H34 2.6267 0.2709 1.3760
O13 3.3294 -0.1603 1.8587
H35 0.1404 -3.6934 -1.5246
H36 0.1712 -3.0527 -0.0507
O14 -0.3921 -3.3165 -0.7979
H37 1.9694 1.5904 4.5703
H38 1.3009 1.8940 3.2852
O15 2.1183 1.4990 3.6348

The HOMO energy comes out at -10.212 eV. Its total energy is -38459.92187 eV. The lowest unoccupied orbital energy comes out at -0.00770 Eh. The calculation puts the frontier orbital gap at 10.00 eV.



(3)
Formula: C4H39N2O14
Source: OMol25
Level of theory: wB97M-V/def2-TZVPD

Element x y z (Å)
C1 1.3153 -0.4836 1.9572
O1 1.8347 0.1805 0.8795
C2 -0.1911 0.1057 2.2675
C3 -1.0776 -0.2994 1.2396
C4 -2.1608 0.8636 1.0227
N1 -1.7535 1.8743 -0.0763
N2 -0.4946 -0.5103 3.5739
H1 2.1439 -0.5131 2.7134
H2 1.1247 -1.5829 1.6973
H3 3.2392 0.5233 -0.3893
H4 0.0518 1.1891 2.3752
H5 -1.7275 -1.2543 1.3951
H6 -0.5264 -0.4760 0.3128
H7 -2.1037 1.4619 1.9333
H8 -3.1894 0.5085 0.8085
H9 -2.0013 1.4875 -1.0050
H10 -0.7386 2.1161 -0.1299
H11 -2.1164 2.8453 -0.0318
H12 -0.5699 0.2414 4.2520
H13 -0.7035 -1.4188 3.5960
H14 3.1120 2.5625 -0.6548
H15 1.1642 1.2666 -2.3890
O2 1.3298 2.1543 -2.0675
H16 2.9601 3.9147 -1.3791
H17 1.3356 0.3382 0.1444
O3 2.7956 3.5058 -0.5366
H18 2.2018 3.0308 3.3915
H19 1.2429 2.1308 2.7696
O4 1.5330 2.4514 3.6090
H20 4.0380 -0.1372 -1.3099
H21 2.2987 1.9494 -2.2534
O5 3.4528 0.6641 -1.3710
H22 0.4283 4.1531 0.8446
H23 1.1659 3.3937 -0.1451
O6 0.2408 3.3475 0.3976
H24 1.6339 -3.5758 0.4011
H25 2.8050 -4.0055 -0.5086
O7 1.9291 -3.5860 -0.5884
H26 -1.5983 0.9623 -4.4196
H27 -1.1667 0.0655 -3.4288
O8 -1.3921 0.9833 -3.4605
H28 -0.1982 -2.0376 -3.5836
H29 -1.1169 -1.7601 -2.3550
O9 -1.0385 -1.6777 -3.3211
H30 -3.5258 2.2064 -2.6948
H31 -4.4067 2.6879 -1.4462
O10 -3.5236 2.3659 -1.7200
H32 -1.4115 -3.2761 4.0398
H33 -0.6633 -3.7955 2.7675
O11 -0.6076 -3.2011 3.5527
H34 -4.1662 -1.8253 -0.2933
H35 -2.8198 -2.3233 0.1649
O12 -3.6959 -2.1101 0.4558
H36 1.9501 -2.9521 -2.1394
H37 2.9863 -2.6309 -3.0235
O13 2.0620 -2.6877 -3.0376
H38 0.1373 -2.8644 -0.7414
H39 -0.9650 -3.6914 -1.2369
O14 -0.8624 -2.8551 -0.8254

The total charge is +1. The HOMO energy comes out at -10.942 eV. Its total energy is -36417.78050 eV. The lowest unoccupied orbital energy comes out at -0.10568 Eh. The calculation puts the frontier orbital gap at 8.07 eV.



(4)
Formula: C4H39N3O13
Source: OMol25
Level of theory: wB97M-V/def2-TZVPD

Element x y z (Å)
C1 0.8324 -1.6460 -1.1320
C2 -0.1526 -0.6615 -0.4152
C3 0.3476 0.7472 -0.3455
N1 0.8441 2.9508 1.6673
C4 -0.3504 2.3544 1.4333
N2 -0.6470 1.5979 0.3537
N3 2.1090 -1.5764 -0.4559
H1 0.4282 -2.6528 -0.9998
H2 0.9371 -1.4466 -2.1830
H3 -0.9806 -0.7255 -1.2441
H4 -0.6264 -0.9086 0.5916
H5 0.4937 1.2989 -1.2633
H6 1.2126 0.8608 0.2715
H7 1.0772 3.3488 2.5909
H8 1.6852 2.7879 1.1858
H9 -1.2450 2.7526 2.0968
H10 -1.6594 1.2443 0.3180
H11 2.3981 -0.5666 -0.4116
H12 2.9211 -2.0150 -1.1279
H13 2.1513 -2.0003 0.4790
H14 1.4807 3.3379 -2.5800
H15 1.6945 4.4202 -1.4414
O1 1.5011 3.4865 -1.6413
H16 0.3668 -2.5632 1.8993
H17 -0.0455 -4.0396 1.8050
O2 -0.3669 -3.1406 1.6677
H18 -1.0057 -1.4142 2.4890
H19 -1.9575 -0.3594 2.0842
O3 -0.9682 -0.5153 2.2653
H20 -1.4827 -3.1484 0.3330
H21 -2.3493 -4.3172 -0.4276
O4 -2.1504 -3.3949 -0.3143
H22 0.9876 0.9111 4.5996
H23 0.0004 0.4463 3.3817
O5 0.8624 0.7296 3.6907
H24 2.5850 -1.4085 2.7465
H25 1.3601 -0.5500 2.4328
O6 1.8135 -1.4224 2.1891
H26 -0.6473 0.3554 -3.2384
H27 0.4286 -0.0801 -4.2506
O7 0.3998 0.2819 -3.2905
H28 -2.7202 -2.2508 -1.4435
H29 -4.0371 -2.3001 -2.0422
O8 -3.2343 -1.7848 -2.0596
H30 -3.4641 -0.0857 -1.7464
H31 -3.2414 1.4034 -1.7806
O9 -3.5199 0.7317 -1.2169
H32 -2.7975 -0.6399 -3.4570
H33 -2.3649 0.3227 -4.5742
O10 -2.3099 0.2179 -3.6491
H34 -4.0826 0.8074 1.8746
H35 -3.3600 0.6645 0.5495
O11 -3.2021 0.6793 1.5101
H36 4.0074 3.5889 0.3513
H37 3.1332 2.8266 -0.6997
O12 3.3787 2.8219 0.2451
H38 4.3571 0.3095 1.4401
H39 5.0072 -0.3797 0.2456
O13 4.1667 -0.2926 0.6433

The total charge is +2. The HOMO energy comes out at -15.948 eV. Its total energy is -35855.75539 eV. The lowest unoccupied orbital energy comes out at -0.18395 Eh. The calculation puts the frontier orbital gap at 10.94 eV.



(5)
Formula: C4H3AgO4
Source: OMol25
Level of theory: wB97M-V/def2-TZVPD

Element x y z (Å)
C1 1.3860 1.8510 -0.3939
C2 -0.6847 0.9427 -0.8432
O1 0.2702 2.3009 -0.6734
O2 1.6025 0.6166 -0.2940
C3 0.3287 -0.1229 -0.5465
H1 -1.4510 1.0936 -0.0806
H2 -1.0449 0.9720 -1.8721
H3 0.5597 -0.7723 -1.3977
O3 0.8219 -1.3831 1.6460
Ag1 -0.5868 -2.7466 2.9738
C4 -0.0201 -1.1744 0.7757
O4 -1.1815 -1.5776 0.7059

Its expectation value of S² is 0.756. The total charge is +1. The HOMO energy (spin up / spin down) comes out at -14.169 / -14.145 eV. As for the multiplicity: 2. Its total energy is -16374.19819 eV. The lowest unoccupied orbital energy (spin up / spin down) comes out at -0.17538 / -0.27912 Eh. The calculation puts the frontier orbital gap (spin up / spin down) at 9.40 / 6.55 eV.



(6)
Formula: C4H3AgO4
Source: OMol25
Level of theory: wB97M-V/def2-TZVPD

Element x y z (Å)
O1 -2.1266 3.4615 0.0681
C1 -3.1890 3.5697 0.4425
C2 0.1577 -1.9226 0.4484
C3 0.9736 -0.8409 1.0330
O2 1.1418 0.1083 0.2507
C4 0.7297 -0.5816 -1.3271
O3 -0.0032 -1.5312 -0.9279
O4 0.6836 0.2448 -2.1473
Ag1 0.1732 3.3155 -1.1762
H1 -0.8321 -1.9894 0.9279
H2 0.6726 -2.8954 0.4927
H3 1.6186 -0.9387 1.9152

The total charge is +2. The HOMO energy comes out at -19.746 eV. Its total energy is -16363.98270 eV. The lowest unoccupied orbital energy comes out at -0.35964 Eh. The calculation puts the frontier orbital gap at 9.96 eV.